Record 1
36
Properties=species:S:1:pos:R:3 method="wB97M-V/def2-TZVPD" lumo_ev=-0.347 homo_lumo_gap_ev=8.93 smiles=O.O.O.O.O.O.O.O.O.O.O.O total_charge=0
O 2.93170 1.95498 -1.13664
H 2.24850 2.23339 -1.62690
H 2.26998 1.57234 -0.44800
O 0.44804 0.51076 -0.24933
H 0.95021 -0.23312 -0.71112
H -0.16987 0.09090 0.43256
O -1.53660 -1.62057 0.15225
H -2.42302 -1.75444 0.59269
H -1.14341 -2.48326 0.30840
O -2.44131 -0.73881 -1.95779
H -2.70969 0.01832 -1.90657
H -2.10547 -1.10341 -1.09693
O -2.33020 0.28025 2.31210
H -3.18383 0.24688 2.49641
H -2.31584 1.10009 1.78849
O -0.99889 2.51123 0.64883
H -0.24628 2.08073 0.36300
H -0.44621 3.15192 1.29195
O 1.21647 -2.07447 -1.50292
H 0.90042 -2.92451 -1.87477
H 2.15859 -2.19944 -1.38171
O 1.11630 2.25612 -2.62726
H 0.58490 1.53253 -2.79737
H 0.84349 2.75890 -3.36989
O 3.05500 0.44015 1.45876
H 2.17834 0.45454 1.86514
H 3.26362 1.17062 2.05836
O -0.43001 0.07115 -3.33938
H -1.26439 -0.05383 -2.88195
H 0.12006 -0.79857 -3.35221
O 0.25007 -0.34689 3.10534
H -0.80784 -0.06854 3.02036
H 0.61379 0.34604 3.77583
O 0.06623 -3.07379 2.05371
H 0.18647 -2.14683 2.07563
H -0.84933 -3.16136 2.46091

***

Record 2
75
Properties=species:S:1:pos:R:3 method="wB97M-V/def2-TZVPD" lumo_ev=2.463 homo_lumo_gap_ev=6.00 total_charge=-1
C 4.03714 -0.19496 -2.66036
C 3.98283 0.30928 -1.24846
H 5.05542 -0.30484 -3.05793
H 3.49192 0.47382 -3.34103
H 3.54520 -1.18047 -2.71995
C 5.01970 0.83973 -0.59200
C 6.36845 0.97254 -1.21440
H 4.92822 1.13147 0.46180
H 6.38602 1.66707 -2.07394
H 6.74629 -0.00615 -1.55546
H 7.06612 1.35039 -0.45936
Cd -2.30103 -1.42920 0.31376
Cl -1.08758 -3.66680 0.12726
Cl -3.88718 0.47599 -0.02140
H -6.55901 -1.85750 1.58563
H -7.62319 -4.27213 -0.14314
C -6.40066 -1.71004 0.50270
C -6.95736 -3.74877 -0.84891
N -5.97203 -2.94958 -0.13749
H -5.59227 -0.96874 0.36131
C -4.77555 -3.49180 0.18874
O -3.99114 -2.91892 0.96635
H -6.43956 -4.50758 -1.45292
H -4.56026 -4.47821 -0.28965
H -7.30475 -1.35991 -0.00385
H -7.54070 -3.07868 -1.49555
H 0.40140 3.70814 -1.40345
H 2.79044 3.27107 -0.12791
C -0.15679 3.70472 -0.46079
C 2.17540 4.06689 0.34036
N 0.82019 3.56830 0.59509
H -0.87869 2.87950 -0.44426
C 0.42264 3.05139 1.77929
O -0.74080 2.67659 1.98261
H 2.62200 4.38796 1.29334
H 1.24603 3.02237 2.52297
H -0.70745 4.65190 -0.34578
H 2.12869 4.91661 -0.36301
O 1.80522 1.02710 -1.26615
C 2.60984 0.17739 -0.61994
C 2.96054 0.99743 1.84314
C 2.58350 0.01120 0.93076
H 3.16794 2.00703 1.47064
C 3.09981 0.72035 3.21772
H 2.31819 -0.84722 -0.94851
C 2.31280 -1.27120 1.42836
H 3.38620 1.53362 3.90756
C 2.88478 -0.58990 3.67747
C 2.51761 -1.58604 2.76385
H 1.97097 -2.08576 0.77903
H 3.00122 -0.88584 4.72001
H 2.38304 -2.62292 3.08463
Si -0.97205 0.16752 -2.65273
Cl -0.53868 0.00505 -0.44412
C -2.24536 1.47698 -3.06281
C -1.75038 -1.50993 -3.03988
C 0.50203 0.41462 -3.73947
H -3.05893 1.60250 -2.33856
H -2.65938 1.16137 -4.03652
H -1.76035 2.44502 -3.21310
H 0.90152 1.43360 -3.66167
H 0.05006 0.23807 -4.73260
H 1.33195 -0.27602 -3.54979
H -1.05449 -2.33307 -2.82098
H -1.96482 -1.53774 -4.12173
H -2.70284 -1.72887 -2.52333
N -1.15281 0.15731 2.94795
C -0.60347 0.00742 4.18828
C -0.41915 -1.35529 4.36352
C -0.85060 -1.97102 3.17005
N -1.34746 -1.03924 2.34651
H -1.29349 1.04393 2.42584
H -0.39305 0.83857 4.86966
H -0.01219 -1.82848 5.22080
H -0.76575 -2.99897 2.85589

***

Record 3
37
Properties=species:S:1:pos:R:3 method="wB97M-V/def2-TZVPD" lumo_ev="2.017 / -0.104" homo_lumo_gap_ev="7.16 / 4.96" total_charge=-1 multiplicity=2
Ag 0.55308 -0.53293 -0.91981
C -2.92364 -1.98093 1.15098
F -2.14633 -2.99166 0.86888
F -3.61448 -1.67666 0.05315
F -3.75197 -2.30730 2.11616
S -1.89692 -0.45642 1.70593
O -2.78431 0.38123 2.49354
O -0.81991 -1.04061 2.47957
N -1.26751 0.16007 0.19594
S -2.26100 1.22424 -0.43619
O -1.95462 1.38905 -1.83972
O -3.65980 1.12537 -0.09663
C -1.68922 2.90760 0.30789
F -2.33441 3.88265 -0.32710
F -2.04546 3.01127 1.57641
F -0.38075 3.02499 0.25073
C 2.80014 2.16061 1.50945
C 2.69529 0.65417 1.68353
O 3.32157 0.08278 2.58819
O 1.92207 0.05211 0.86625
H 3.39286 2.58299 2.32967
H 1.82186 2.62198 1.60245
H 3.40222 2.41914 0.63551
B 0.63063 -2.82127 -0.04262
H -0.13790 -3.11145 -0.86414
H 1.60967 -2.42102 -0.46725
H 0.24428 -1.93650 0.59986
H 0.91691 -3.69851 0.65962
O -0.40545 -1.34466 -2.87799
H -0.18718 -1.97740 -3.57117
H -1.34855 -1.15819 -2.98771
O 0.88579 1.47625 -1.81333
H 1.37959 2.19722 -1.40202
H 0.88264 1.66373 -2.75836
O 2.75886 -0.92855 -1.76135
H 3.09911 -1.43189 -2.50995
H 3.29282 -1.20153 -0.99833